No. 1
{"formula": "C47H55N3O2P2Pt", "method": "the ωB97M-V functional and the def2-TZVPD basis", "symbols": ["Pt", "P", "P", "O", "O", "N", "N", "N", "C", "C", "C", "C", "C", "C", "C", "C", "C", "C", "C", "C", "C", "C", "C", "C", "C", "C", "C", "C", "C", "C", "C", "C", "C", "C", "C", "C", "C", "C", "C", "C", "C", "C", "C", "C", "C", "C", "C", "C", "C", "C", "C", "C", "C", "C", "C", "H", "H", "H", "H", "H", "H", "H", "H", "H", "H", "H", "H", "H", "H", "H", "H", "H", "H", "H", "H", "H", "H", "H", "H", "H", "H", "H", "H", "H", "H", "H", "H", "H", "H", "H", "H", "H", "H", "H", "H", "H", "H", "H", "H", "H", "H", "H", "H", "H", "H", "H", "H", "H", "H", "H"], "xyz": [[-0.422, 0.368, 0.307], [1.959, -2.799, -0.744], [3.893, -0.917, 0.602], [3.161, 0.271, 0.159], [1.008, -1.807, -0.192], [0.668, 1.924, 0.521], [-1.938, -1.172, 0.098], [-2.028, 1.428, -0.146], [-5.074, -5.233, -0.023], [-6.291, -3.465, 1.229], [-5.518, 4.653, 1.163], [1.014, 4.170, 1.338], [1.894, 2.227, 2.607], [2.567, -2.792, 4.583], [-2.013, 2.751, -0.372], [0.563, -3.282, -5.074], [-4.419, 2.915, -0.212], [-3.249, 0.783, -0.063], [2.326, -2.655, -3.567], [-4.213, -2.848, 0.022], [3.393, -1.598, 2.218], [-0.193, -3.744, -4.005], [7.975, -0.741, 0.012], [1.567, -3.098, -2.493], [2.544, -5.500, -0.515], [-3.201, -0.633, -0.005], [1.133, -4.604, 1.220], [-0.572, 2.635, 2.573], [-5.651, 3.797, -0.107], [-6.259, -3.465, -1.286], [-6.944, 2.983, -0.027], [3.860, -2.995, 4.124], [6.673, -1.221, -0.032], [-5.739, 4.734, -1.321], [5.682, -0.591, 0.709], [2.110, -1.366, 2.702], [-1.843, -2.491, 0.198], [-2.910, -3.362, 0.176], [-3.144, 3.512, -0.439], [-4.433, 1.557, -0.046], [-5.441, -3.746, -0.019], [1.871, -4.421, 0.058], [0.721, 2.703, 1.720], [6.004, 0.522, 1.483], [-4.330, -1.481, -0.057], [1.715, -6.934, 1.223], [1.823, -2.749, -4.856], [3.745, -2.328, -0.589], [0.309, -3.656, -2.719], [1.055, -5.859, 1.801], [4.274, -2.394, 2.946], [2.467, -6.751, 0.068], [1.699, -1.970, 3.878], [8.289, 0.364, 0.787], [7.300, 1.000, 1.525], [4.542, -3.625, 4.679], [4.110, -1.952, -1.547], [-6.659, 5.315, -1.269], [-7.799, 3.656, 0.018], [1.931, 2.798, 3.536], [1.836, 4.193, 0.624], [0.694, -1.816, 4.249], [1.431, -0.723, 2.148], [-5.733, 4.166, -2.252], [-3.053, 4.568, -0.637], [0.633, -3.752, 1.661], [-7.165, -4.117, 1.241], [1.648, -7.914, 1.676], [9.307, 0.729, 0.820], [3.117, -5.344, -1.422], [2.822, 2.377, 2.061], [-6.962, 2.358, 0.865], [-0.846, -2.890, 0.306], [6.439, -2.084, -0.642], [0.167, -3.339, -6.079], [-4.553, -5.517, 0.891], [-0.270, -4.017, -1.878], [-7.121, -4.132, -1.326], [-1.031, 3.187, -0.501], [-5.706, -3.652, 2.130], [-7.057, 2.346, -0.905], [-5.985, -5.828, -0.087], [-5.516, 4.025, 2.053], [-5.650, -3.638, -2.173], [-6.348, 5.356, 1.233], [5.215, 1.008, 2.040], [-1.377, 3.183, 2.086], [-4.902, 5.429, -1.341], [2.992, -7.589, -0.373], [1.291, 4.760, 2.213], [4.332, -3.192, -0.279], [5.288, -2.529, 2.588], [2.414, -2.383, -5.684], [-6.630, -2.430, 1.252], [1.787, 1.169, 2.836], [7.538, 1.878, 2.109], [-4.587, 5.219, 1.145], [0.145, 4.630, 0.868], [2.242, -3.265, 5.500], [-0.880, 1.591, 2.674], [-0.404, 3.055, 3.566], [3.311, -2.238, -3.409], [-4.448, -5.480, -0.881], [-1.180, -4.155, -4.166], [-2.713, -4.417, 0.272], [-6.623, -2.439, -1.315], [-5.361, 1.030, 0.116], [0.481, -5.995, 2.707], [8.749, -1.221, -0.573], [-5.306, -1.033, -0.175]], "lowdin_charge": [1.0588, 0.7442, 0.6966, -0.3095, -0.3912, -0.1234, -0.0588, -0.0976, -0.0713, -0.0431, -0.0426, -0.0665, -0.0578, -0.0791, -0.1493, -0.0745, -0.1749, -0.2081, -0.0704, -0.1768, -0.2642, -0.0653, -0.0829, -0.2619, -0.0828, -0.2133, -0.0700, -0.0743, -0.5622, -0.0464, -0.0663, -0.0780, -0.0817, -0.0500, -0.2771, -0.1019, -0.1512, -0.0228, -0.0290, 0.0337, -0.5607, -0.2803, -0.7479, -0.0723, 0.0285, -0.0754, -0.0754, -0.2722, -0.0688, -0.0659, -0.0753, -0.0761, -0.0703, -0.0815, -0.0694, 0.1033, 0.0531, 0.0825, 0.0830, 0.0799, 0.0762, 0.1117, 0.0630, 0.0916, 0.1018, 0.0952, 0.0835, 0.1044, 0.1037, 0.1118, 0.0689, 0.0818, 0.0592, 0.0948, 0.1051, 0.0823, 0.1047, 0.0829, 0.0946, 0.0901, 0.0884, 0.0831, 0.0891, 0.0902, 0.0838, 0.1073, 0.0572, 0.0726, 0.1051, 0.0764, 0.0685, 0.1065, 0.1056, 0.0793, 0.0443, 0.1066, 0.0794, 0.0617, 0.1037, 0.0509, 0.0745, 0.0936, 0.0859, 0.1076, 0.0909, 0.0759, 0.0945, 0.1077, 0.1030, 0.1031], "s2": 2.029, "homo_lumo_gap_ev": [5.12, 6.97], "total_charge": 0, "e_tot_ev": -80021.763, "molar_mass_g_mol": 951.00, "multiplicity": 3, "fmax_ha_per_bohr": 0.0259}



No. 2
{"formula": "C47H55N4O2S2", "method": "the ωB97M-V functional and the def2-TZVPD basis", "symbols": ["S", "S", "O", "O", "N", "N", "N", "N", "C", "C", "C", "C", "C", "C", "C", "C", "C", "C", "C", "C", "C", "C", "C", "C", "C", "C", "C", "C", "C", "C", "C", "C", "C", "C", "C", "C", "C", "C", "C", "C", "C", "C", "C", "C", "C", "C", "C", "C", "C", "C", "C", "C", "C", "C", "C", "H", "H", "H", "H", "H", "H", "H", "H", "H", "H", "H", "H", "H", "H", "H", "H", "H", "H", "H", "H", "H", "H", "H", "H", "H", "H", "H", "H", "H", "H", "H", "H", "H", "H", "H", "H", "H", "H", "H", "H", "H", "H", "H", "H", "H", "H", "H", "H", "H", "H", "H", "H", "H", "H", "H"], "xyz": [[3.634, -3.881, 1.965], [1.601, -5.739, 0.732], [-1.113, -1.708, -6.391], [-4.611, 2.506, -7.934], [0.150, 0.704, 6.407], [3.093, -3.934, -0.821], [3.553, 0.364, 2.211], [0.986, -0.268, 6.050], [1.404, 0.504, 3.632], [4.535, -4.125, -1.142], [7.602, -4.315, -1.890], [1.009, 7.085, 6.131], [-1.611, 2.793, 2.522], [6.897, -5.440, -1.048], [-3.029, -0.857, 0.998], [-2.409, -1.112, -6.447], [6.769, -3.105, -2.392], [-0.440, 4.276, 5.947], [-3.494, -0.850, 3.613], [1.080, 4.369, 6.333], [-3.565, -1.614, 2.270], [2.261, -5.794, -2.594], [0.290, -5.087, -4.352], [2.733, -4.525, 0.477], [1.302, -6.136, -3.788], [-2.354, 0.140, -7.307], [4.165, 0.194, 0.947], [2.665, -4.227, 3.505], [-2.415, 0.578, 1.106], [5.264, -3.054, -2.003], [-0.172, 1.660, 5.427], [0.392, 1.674, 3.938], [-0.022, 2.762, 2.856], [-5.908, 3.099, -7.990], [1.980, 0.021, -0.529], [1.788, -2.980, 4.027], [-2.881, -0.795, -5.037], [5.373, -5.368, -0.669], [0.222, -3.664, -3.686], [3.557, 0.039, -0.462], [-2.802, 5.624, 5.266], [-2.291, 1.351, 2.477], [2.217, -4.383, -1.924], [1.673, -0.508, 4.816], [-2.875, 0.590, 3.714], [2.665, -1.761, 4.602], [1.799, 5.766, 6.403], [2.131, 0.354, 2.207], [-6.381, 3.416, -6.580], [-5.854, 4.352, -8.850], [1.351, 0.168, 0.896], [1.183, -3.376, -2.510], [-1.255, 5.576, 5.662], [-0.493, 6.948, 5.776], [-1.182, 2.847, 5.869], [-4.009, 3.146, -7.531], [3.435, -4.459, 4.330], [-3.338, 0.610, -7.383], [1.069, -2.572, 3.226], [-7.381, 3.857, -6.588], [1.388, -0.112, -1.489], [1.328, -7.156, -4.306], [4.870, -6.195, -0.057], [4.195, -0.091, -1.412], [-3.880, -1.343, 4.575], [-6.580, 2.368, -8.447], [-3.090, 4.949, 4.392], [3.153, -1.966, 5.621], [-3.989, -2.668, 2.245], [-1.516, 2.613, 6.951], [-0.403, -5.271, -5.234], [-3.064, -1.388, -0.022], [-2.035, 1.099, 0.168], [4.630, -2.173, -2.367], [-1.096, 7.883, 5.540], [-0.509, -1.069, -5.988], [-2.003, -0.101, -8.314], [2.998, -6.587, -2.217], [-1.684, 3.215, 1.446], [-2.186, 3.559, 3.169], [-2.194, -0.098, -4.543], [-5.151, 5.081, -8.435], [1.968, -5.128, 3.446], [-3.008, 6.708, 4.915], [5.320, 0.167, 0.970], [-3.880, -0.352, -5.045], [-5.696, 4.113, -6.086], [7.561, -6.313, -0.730], [1.180, -0.980, 6.786], [2.910, 5.886, 6.646], [3.490, -1.546, 3.836], [-6.839, 4.821, -8.927], [8.726, -4.356, -2.140], [7.230, -2.259, -3.021], [1.138, -2.340, -2.025], [-2.876, 1.057, 4.751], [-2.066, 2.963, 5.161], [0.234, 3.818, 3.245], [-6.404, 2.509, -5.970], [-3.083, -1.842, -6.905], [-5.502, 4.111, -9.857], [0.506, 2.624, 1.844], [-3.503, 5.396, 6.137], [0.202, 0.134, 0.970], [1.121, -3.383, 4.873], [-1.650, 0.869, -6.892], [1.723, 3.444, 6.564], [-2.905, -1.702, -4.426], [1.466, 8.133, 6.170], [-0.480, -2.834, -4.059]], "lowdin_charge": [0.8237, 0.6673, -0.0719, -0.0733, 0.1112, -0.1351, 0.0541, 0.0333, 0.0568, -0.1985, -0.0670, -0.0583, -0.1519, -0.0472, -0.0507, -0.4926, -0.0622, -0.1428, -0.0633, -0.0222, -0.0596, -0.0087, -0.0461, -0.9836, -0.0479, -0.0603, -0.1078, -0.4853, -0.0481, -0.0099, -0.1186, 0.0275, -0.1158, -0.4953, -0.0020, -0.2393, -0.0695, -0.0082, -0.0503, -0.0120, -0.0847, -0.1636, -0.2356, -0.0216, -0.0269, -0.1290, -0.0575, -0.2080, -0.0667, -0.0637, 0.0011, -0.0088, -0.1596, -0.0268, -0.1052, 0.0910, 0.0955, 0.0584, 0.1244, 0.0814, 0.0895, 0.0911, 0.0974, 0.0940, 0.0929, 0.1409, 0.0572, 0.1297, 0.0912, 0.1385, 0.0904, 0.0932, 0.0910, 0.0796, 0.0917, 0.0832, 0.0865, 0.0983, 0.1257, 0.0880, 0.0766, 0.0812, 0.0605, 0.0885, 0.1175, 0.0802, 0.0800, 0.0893, 0.1817, 0.0894, 0.0993, 0.0818, 0.0950, 0.0959, 0.0633, 0.0724, 0.0774, 0.1321, 0.0769, 0.1423, 0.0815, 0.1176, 0.0919, 0.0803, 0.1199, 0.0827, 0.0930, 0.0719, 0.0962, 0.0711], "homo_lumo_gap_ev": 5.89, "total_charge": 1, "e_tot_ev": -81327.844, "molar_mass_g_mol": 772.12, "multiplicity": 1, "fmax_ha_per_bohr": 0.1161}



Which value of multiplicity does entry 1 give?
3